C4H5IN2 | the ωB97M-V functional and the def2-TZVPD basis

Results
E_HOMO (hartree): -0.3025
Relative energy (zero: lowest compared OMol25 entry of this formula, charge and spin) (kcal/mol): 76.29

ORCA input file:
```
! wB97M-V def2-TZVPD RIJCOSX def2/J DEFGRID3
* xyz 0 1
C 0.91965 -1.51174 -0.71858
C -2.27355 -1.46903 -2.14950
C -0.15721 0.60823 -0.30436
C -0.27325 -0.80632 -0.82781
N 1.98484 -2.00572 -0.68956
N -1.35720 -1.22526 -1.41841
I 4.36750 -0.27174 0.46807
H -3.26634 -1.72121 -2.09293
H 5.29294 -1.56428 0.30917
H -1.11763 1.06729 -0.33321
H 0.24488 0.52287 0.77820
H 0.54841 1.23771 -0.88116
*
```

***

C6H9MnO5 | the ωB97M-V functional and the def2-TZVPD basis

Results
E_HOMO (alpha / beta) (hartree): -0.2487 / -0.3568
Expectation value of S²: 12.0016

ORCA input file:
```
! wB97M-V def2-TZVPD RIJCOSX def2/J DEFGRID3
* xyz 0 7
O -0.18886 0.73594 -0.50029
C 0.89075 0.35024 0.32299
O 1.85608 1.07769 0.46226
O 0.02732 0.07885 1.49222
C 0.58220 -0.01223 2.73842
C 0.13980 1.25084 -1.80176
H 0.59303 2.23841 -1.64223
H 0.88872 0.60311 -2.28066
C -1.11387 1.31361 -2.63802
H -1.62039 0.33849 -2.65019
H -1.79722 2.08958 -2.26825
H -0.84138 1.55940 -3.67276
C -0.09524 -0.49812 3.77438
H 1.66368 0.14060 2.74684
H 0.41351 -0.59902 4.73175
H -1.00527 -1.08437 3.63592
O 0.85081 -3.37050 -1.31691
C 0.28769 -2.49297 -0.74647
O -0.85397 -2.15091 -0.45771
Mn -1.76813 -0.43476 0.34717
H 1.09075 -1.13388 -0.27669
*
```

***

C8H11Cl | the ωB97M-V functional and the def2-TZVPD basis

Results
E_HOMO (hartree): -0.3122
Relative energy (zero: lowest compared OMol25 entry of this formula, charge and spin) (kcal/mol): 59.08

ORCA input file:
```
! wB97M-V def2-TZVPD RIJCOSX def2/J DEFGRID3
* xyz 0 1
C 0.43923 -1.85450 0.17057
C 0.74650 -1.02273 -1.07990
C -0.73107 -1.24672 1.07594
C 0.99437 0.51338 -0.87737
C -0.81113 0.25751 0.84604
C 0.00036 1.05210 0.14666
C 2.54730 0.20276 -0.87571
C -0.06354 2.57374 0.03753
Cl 3.24497 -0.00601 0.65936
H 0.11986 -2.80511 -0.00469
H 1.43195 -1.78638 0.65374
H 1.54336 -1.60158 -1.42350
H -0.01149 -1.01000 -1.74376
H -1.66160 -1.63523 0.78488
H -0.55702 -1.56849 2.06422
H 0.67105 0.95618 -1.75577
H -1.48539 0.81444 1.52854
H 0.97323 3.07880 0.02682
H -0.53099 2.97754 0.82839
H -0.70977 2.92492 -0.93616
*
```

***

C4H6O2 | the ωB97M-V functional and the def2-TZVPD basis

Results
E_HOMO (hartree): -0.3369
Relative energy (zero: lowest compared OMol25 entry of this formula, charge and spin) (kcal/mol): 93.60

ORCA input file:
```
! wB97M-V def2-TZVPD RIJCOSX def2/J DEFGRID3
* xyz 0 1
O -1.59190 0.18704 -1.35619
C -1.17800 -0.56472 -0.52466
C -0.64172 -0.45975 0.80787
C 0.72572 1.00207 0.30195
C 1.39215 0.15873 -0.57932
O 0.96880 -0.88554 -1.03767
H -1.70939 -1.55242 -0.37776
H -0.02893 -1.28915 1.14689
H -1.42881 -0.20793 1.52492
H -0.07418 1.63002 -0.01786
H 1.39293 1.52958 0.97214
H 2.40104 0.36171 -0.85757
*
```

***

Number 1: molecular weight 208.00 Da, energy -15306.236 eV. Number 2: molecular weight 216.07 Da, energy -47921.490 eV. Number 3: molecular weight 142.63 Da, energy -20991.637 eV. Number 4: molecular weight 86.09 Da, energy -8336.402 eV.